The following is a DFT calculation (the ωB97M-V functional and the def2-TZVPD basis) of a 3-piece molecular cluster, C33H76F7N9O11P3S overall.

Geometry (Å):
C: 3.0543 -7.1009 7.1347
O: 2.4150 -5.8771 7.4886
C: 3.1790 -4.7303 7.1383
C: 2.3366 -3.5719 6.5600
C: 1.4122 -3.9894 5.3783
P: 2.3408 -4.0863 3.6688
C: 3.3737 -4.6208 2.1450
C: 4.7991 -4.0158 2.0130
C: 5.8188 -4.5554 3.0945
C: 6.8422 -5.5093 2.3913
N: 7.7130 -4.7880 1.4343
C: 7.9941 -5.6294 0.3109
N: 8.9308 -6.4722 0.3544
N: 7.1826 -5.4938 -0.8977
S: 2.7163 -1.9125 3.5347
O: 4.0714 -1.6162 4.0345
O: 1.7878 -1.2399 4.4588
C: 2.3731 -1.1161 1.8749
F: 1.0739 -0.7661 1.8230
F: 2.6219 -1.8949 0.7900
C: 3.3039 0.1520 1.7183
F: 3.1793 0.9154 2.8148
F: 4.5826 -0.2261 1.5234
C: 2.9423 1.0267 0.4667
F: 3.1919 0.3989 -0.6831
F: 3.8104 2.0818 0.4862
F: 1.7220 1.5495 0.5081
O: 1.9366 -5.8036 3.7624
C: 0.8058 -6.1497 3.0014
C: -0.0913 -7.3123 3.5130
C: 0.0329 -8.6207 2.6588
C: -0.8531 -8.5059 1.3876
O: -0.3726 -7.5077 0.4798
C: 0.0758 -4.8562 2.4439
C: -1.2904 -4.4327 3.0462
O: -2.2936 -4.2375 2.0132
C: -3.4730 -3.7653 2.6071
O: -3.9763 -2.6365 1.8988
C: -5.1653 -2.1940 2.5197
C: -6.4629 -2.7160 1.7965
O: -6.2588 -4.0421 1.2999
O: 0.9240 -3.7486 2.7274
H: 2.5453 -7.4803 6.2222
H: 2.9467 -7.8170 7.9778
H: 4.1414 -6.9997 6.9548
H: 4.0031 -4.9439 6.4233
H: 3.6909 -4.3367 8.0516
H: 1.6759 -3.1912 7.3691
H: 2.9888 -2.7268 6.2640
H: 1.0481 -5.0043 5.6257
H: 0.4902 -3.3710 5.3145
H: 3.5216 -4.1477 4.5041
H: 3.5043 -5.7211 2.1840
H: 2.7431 -4.4481 1.2445
H: 4.8325 -2.9152 1.9202
H: 5.2049 -4.3926 1.0407
H: 5.3112 -5.1097 3.8982
H: 6.3850 -3.6705 3.4399
H: 7.4293 -6.0617 3.1485
H: 6.2084 -6.2091 1.7921
H: 7.2647 -3.9510 1.0690
H: 8.9647 -6.9702 -0.5386
H: 6.8600 -4.5236 -0.9141
H: 6.3652 -6.0976 -0.7841
H: 1.2607 -6.5896 2.0775
H: 0.0635 -7.5427 4.5873
H: -1.1652 -7.0311 3.4340
H: -0.3968 -9.4806 3.2177
H: 1.0893 -8.8289 2.4121
H: -1.9014 -8.2529 1.6630
H: -0.9133 -9.4725 0.8396
H: -1.0988 -6.9346 0.2002
H: -0.0139 -4.9994 1.3491
H: -1.1609 -3.4443 3.5336
H: -1.6921 -5.1127 3.8269
H: -4.1973 -4.6091 2.6186
H: -3.3251 -3.4480 3.6643
H: -5.2541 -2.5031 3.5818
H: -5.2020 -1.0872 2.5048
H: -6.7838 -2.0275 0.9931
H: -7.2335 -2.7762 2.5965
H: -7.0343 -4.5670 1.5395
O: -1.6354 7.6355 1.1445
P: -1.1568 6.4159 0.3639
N: -1.1116 7.1737 -1.1844
C: -1.3157 6.5151 -2.4606
C: -0.0286 8.1461 -1.3224
N: -2.6455 5.5270 0.5803
C: -3.7651 5.7392 -0.3233
C: -3.1420 5.5648 1.9565
N: -0.3640 4.9535 -0.2758
C: -0.9914 3.6362 -0.3132
C: 0.9748 4.8084 0.3413
H: -0.4440 5.9303 -2.7826
H: -1.5150 7.2609 -3.2351
H: -2.1786 5.8555 -2.4663
H: 0.9410 7.6481 -1.4634
H: 0.0405 8.7759 -0.4329
H: -0.2063 8.8123 -2.1697
H: -3.9691 6.8043 -0.4955
H: -4.6737 5.2779 0.0715
H: -3.6029 5.2427 -1.2814
H: -3.6830 6.4920 2.1758
H: -2.3197 5.4798 2.6704
H: -3.8151 4.7220 2.1370
H: -1.3048 3.2827 0.6713
H: -0.2827 2.9076 -0.7182
H: -1.8429 3.6237 -0.9914
H: 0.9066 4.5176 1.3943
H: 1.5199 5.7581 0.2912
H: 1.5767 4.0692 -0.1878
O: -2.6315 5.7711 -5.6356
P: -3.1750 5.9929 -7.0403
N: -1.6718 5.8226 -7.8668
C: -1.3075 6.4647 -9.1134
C: -1.1701 4.4476 -7.8790
N: -3.5482 7.6778 -6.7738
C: -2.5214 8.6943 -6.9469
C: -4.2355 7.9200 -5.5025
N: -4.0758 6.0265 -8.5806
C: -4.8461 7.1738 -9.0467
C: -4.9348 4.8248 -8.6740
H: -1.7773 5.9955 -9.9888
H: -0.2242 6.4099 -9.2510
H: -1.5515 7.5235 -9.1311
H: -1.7161 3.8292 -8.6052
H: -1.2779 3.9886 -6.8945
H: -0.1070 4.4209 -8.1261
H: -1.5764 8.4233 -6.4591
H: -2.8526 9.6520 -6.5389
H: -2.3375 8.8984 -8.0032
H: -3.5409 7.9570 -4.6568
H: -4.9683 7.1355 -5.2996
H: -4.7793 8.8678 -5.5431
H: -5.6268 7.4790 -8.3461
H: -5.3295 6.9255 -9.9975
H: -4.1997 8.0230 -9.2611
H: -5.7815 4.8742 -7.9811
H: -4.3565 3.9267 -8.4310
H: -5.3183 4.6915 -9.6872

The value obtained for the LUMO energy is 0.47 eV. Its net charge is -1. For the largest force on an atom, the calculation gives 7.40 eV Å⁻¹. For the HOMO-LUMO gap, the calculation gives 5.57 eV. As for the HOMO energy: -0.1873 hartree.

Results of the Löwdin charge analysis, in e, for atoms 1 through 4: C -0.11; O -0.20; C -0.25; C -0.22



The following is a DFT calculation (the ωB97M-V functional and the def2-TZVPD basis) of a 10-piece molecular cluster, C33H79F6N9O7P overall.

Geometry (Å):
P: 0.9850 -0.3394 -0.1273
F: -0.0248 0.2528 0.9912
F: 1.8145 -1.3398 0.9295
F: 0.0105 -1.6456 -0.3799
F: 1.8392 -0.8946 -1.3733
F: 0.1048 0.5606 -1.1444
F: 1.9655 0.9490 0.0293
C: 3.8830 6.7659 -2.0278
C: 2.4458 6.3665 -2.4572
N: 1.6709 5.6322 -1.4810
C: 0.3686 5.3196 -2.1038
C: -0.5757 4.7660 -1.0375
C: 2.3244 4.4348 -0.9950
C: 2.7246 3.3303 -2.0209
H: 4.3080 7.3857 -2.8173
H: 4.5083 5.8812 -1.9083
H: 3.9068 7.3464 -1.1056
H: 1.9257 7.2277 -2.8766
H: 2.7108 5.7423 -3.3105
H: -0.1254 6.2092 -2.4946
H: 0.4443 4.6659 -2.9728
H: -1.6172 4.9260 -1.3166
H: -0.4292 3.6897 -0.9463
H: -0.4484 5.2247 -0.0570
H: 1.7362 4.1436 -0.1248
H: 3.1947 4.7287 -0.4082
H: 1.9163 2.9168 -2.6241
H: 3.1960 2.5187 -1.4667
H: 3.5367 3.6999 -2.6470
C: -6.1515 -1.5089 -1.7030
C: -4.9623 -0.5870 -2.1783
N: -4.6809 0.4673 -1.1639
C: -3.2839 0.8095 -1.0780
C: -2.8479 1.6129 -2.3483
C: -5.6802 1.5457 -1.1830
C: -5.5710 2.5901 -0.0422
H: -6.4194 -2.1550 -2.5390
H: -7.0158 -0.8631 -1.5482
H: -5.9147 -2.0696 -0.7988
H: -4.1175 -1.2676 -2.2844
H: -5.1614 -0.1502 -3.1570
H: -3.0584 1.3866 -0.1813
H: -2.6997 -0.1043 -0.9693
H: -3.2955 2.6030 -2.2612
H: -1.7840 1.8501 -2.3455
H: -3.0287 1.0364 -3.2555
H: -6.7046 1.1736 -1.1981
H: -5.5844 2.0079 -2.1655
H: -6.1879 3.4627 -0.2567
H: -4.5635 2.8691 0.2664
H: -5.8603 2.1476 0.9110
C: 0.8716 -4.5399 -1.4200
O: -0.2117 -5.0960 -1.6076
N: 1.8739 -5.1240 -0.7425
C: 1.7980 -6.3157 0.0547
C: 3.1751 -4.4578 -0.8035
H: 1.2072 -3.5445 -1.7500
H: 2.2657 -7.1057 -0.5328
H: 0.7662 -6.6357 0.2002
H: 2.2591 -6.1409 1.0268
H: 3.6571 -4.3272 0.1654
H: 3.8443 -5.1302 -1.3402
H: 3.2005 -3.5534 -1.4114
C: -2.8545 0.9399 5.4849
O: -4.0566 0.9211 5.7758
N: -2.4002 1.0469 4.2103
C: -0.9398 0.9768 3.9409
C: -3.2960 1.4410 3.0834
H: -2.0209 0.8789 6.2015
H: -0.3619 0.9772 4.8651
H: -0.6094 1.7732 3.2740
H: -0.7349 0.1302 3.2856
H: -3.3239 2.5200 2.9312
H: -2.9375 1.0144 2.1466
H: -4.3240 1.0796 3.1112
C: -0.8112 -1.7805 -3.3746
O: -1.6524 -2.6354 -3.5919
N: -0.1210 -1.2327 -4.3824
C: 0.8391 -0.1824 -4.1941
C: -0.1738 -1.7753 -5.7179
H: -0.6617 -1.2738 -2.4087
H: 0.7052 0.6230 -4.9163
H: 1.7795 -0.7142 -4.3387
H: 0.8035 0.1433 -3.1545
H: -0.8541 -1.2467 -6.3856
H: 0.7642 -1.7256 -6.2708
H: -0.3616 -2.8490 -5.7188
C: -0.4464 -4.0320 4.6896
O: -1.6363 -4.3120 4.6824
N: 0.2732 -3.6289 3.6771
C: 1.6048 -3.2564 3.7630
C: -0.3301 -3.4243 2.3394
H: 0.1159 -4.1169 5.6324
H: 2.1151 -3.8039 2.9706
H: 1.9627 -3.4952 4.7645
H: 1.5864 -2.1869 3.5535
H: -0.2157 -2.4098 1.9574
H: 0.1880 -4.1042 1.6632
H: -1.3859 -3.6895 2.3945
C: 5.4069 -0.0926 -1.5910
O: 6.2009 0.3395 -2.4615
N: 5.8110 -0.7994 -0.4806
C: 7.1616 -1.1727 -0.1716
C: 4.8093 -1.2431 0.4574
H: 4.3413 0.1839 -1.6024
H: 7.4838 -0.8137 0.8059
H: 7.9194 -0.6792 -0.7802
H: 7.2464 -2.2578 -0.1137
H: 4.6880 -2.3238 0.3835
H: 5.2875 -0.9761 1.3998
H: 3.8680 -0.6936 0.4545
C: 2.6716 2.8595 4.5864
O: 3.0927 2.3054 5.5941
N: 2.5408 2.2880 3.3683
C: 1.9974 3.0027 2.2561
C: 3.0196 0.9458 3.1427
H: 2.3594 3.9130 4.6557
H: 1.2716 2.3314 1.7971
H: 2.7789 3.2670 1.5437
H: 1.4738 3.9140 2.5451
H: 3.6344 0.5710 3.9610
H: 2.1103 0.3819 2.9347
H: 3.6601 0.8993 2.2619
C: -2.9389 -3.2155 -0.5128
O: -2.7986 -4.1699 -1.2720
N: -3.6051 -3.2256 0.6884
C: -4.4900 -4.3486 1.0421
C: -3.7034 -1.9676 1.4287
H: -2.4148 -2.2630 -0.6868
H: -4.3079 -5.1891 0.3724
H: -5.5245 -4.0112 0.9778
H: -4.2827 -4.8275 1.9990
H: -4.7540 -1.7904 1.6590
H: -3.2816 -2.0146 2.4327
H: -3.3947 -1.0684 0.8955

The value obtained for the LUMO energy is 2.17 eV. The calculation puts the relative energy (zero: lowest compared OMol25 entry of this formula, charge and spin) at 137.3 kJ/mol. Its net charge is -1. For the largest force on an atom, the calculation gives 3.17 eV Å⁻¹. For the HOMO-LUMO gap, the calculation gives 8.18 eV. As for the HOMO energy: -0.2210 hartree.

Results of the Löwdin charge analysis, in e, for atoms 1 through 4: P 0.24; F -0.16; F -0.19; F -0.18